Entry 1:
2 unconnected molecules or ions with the total composition C5H14NO at a distorted geometry. Source: the Open Molecules 2025 dataset; level of theory: ωB97M-V/def2-TZVPD.

As for the HOMO energy: -13.40 eV. The frontier orbital gap is 10.3 eV. As for the total energy: -8942.4343 eV. The value obtained for the LUMO energy is -0.1147 hartree. Its largest force on an atom is 2.9 eV/Å.

The geometry in ORCA input format:
```
! RIJCOSX wB97M-V def2-TZVPD def2/J DEFGRID3
* xyz 1 1
C 1.0023 -0.3295 0.7963
C 0.7904 -1.7053 0.1428
C -0.7022 -1.9484 -0.2827
C -2.5072 -0.3717 -0.6677
C -1.2818 -0.7348 -0.9877
N 1.5114 0.7616 -0.1495
H 0.0496 0.1167 1.0160
H 1.5956 -0.4317 1.6950
H 0.9376 -2.4435 0.9356
H 1.6359 -1.9517 -0.4979
H -0.8133 -2.8397 -0.8848
H -1.2286 -2.0907 0.6689
H -3.2071 -0.7780 0.0449
H -3.0377 0.4969 -1.1195
H -0.7036 -0.1996 -1.7148
H 2.5167 0.7764 -0.3174
H 1.1915 1.6658 0.2130
H 1.0731 0.5550 -1.0463
H -0.0118 3.7910 1.3745
H 0.5697 4.1828 0.0597
O 0.6196 3.4783 0.7218
*
```

***

Entry 2:
2 unconnected molecules or ions with the total composition C6H16 at a distorted geometry. Source: the Open Molecules 2025 dataset; level of theory: ωB97M-V/def2-TZVPD.

As for the HOMO energy: -10.32 eV. The frontier orbital gap is 11.3 eV. As for the total energy: -6479.3801 eV. The value obtained for the LUMO energy is 0.0367 hartree. Its largest force on an atom is 5.2 eV/Å.

The geometry in ORCA input format:
```
! RIJCOSX wB97M-V def2-TZVPD def2/J DEFGRID3
* xyz 0 1
C 1.8202 0.6109 0.6286
C 1.0943 1.0007 -0.6974
C 0.0693 2.0615 -0.6315
C 1.9566 1.2677 -1.9001
H 2.4077 -0.1838 0.4117
H 1.0211 0.1838 1.4144
H 2.2280 1.4945 1.1098
H 0.3676 -0.0125 -1.0696
H -0.8601 1.7917 -0.9839
H -0.0783 2.6746 0.3504
H 0.4380 2.7948 -1.3537
H 1.3530 1.4012 -2.7600
H 2.5927 2.1408 -1.7880
H 2.8099 0.5212 -2.1523
C -1.9953 -1.9316 0.5416
C -2.2974 -2.5049 1.8384
H -2.2923 -2.6624 -0.2883
H -2.5113 -0.9141 0.4458
H -1.0346 -1.5923 0.4487
H -3.3511 -2.2315 2.0706
H -1.5395 -2.3150 2.6503
H -2.1985 -3.5953 1.7144
*
```

***

Entry 3:
2 unconnected molecules or ions with the total composition C4H10P2 at a distorted geometry. Source: the Open Molecules 2025 dataset; level of theory: ωB97M-V/def2-TZVPD.

As for the HOMO energy (spin up / spin down): -7.34 / -7.88 eV. The frontier orbital gap (spin up / spin down) is 6.8 / 7.6 eV. As for the total energy: -22883.6167 eV. The value obtained for the LUMO energy (spin up / spin down) is -0.0187 / -0.0114 hartree. Its largest force on an atom is 1.4 eV/Å.

The geometry in ORCA input format:
```
! RIJCOSX wB97M-V def2-TZVPD def2/J DEFGRID3
* xyz 0 1
C -2.5893 -0.8861 0.8305
C 1.9929 0.5291 0.8622
C 0.5498 -1.0645 -1.0329
C -0.1334 1.6180 -0.6340
P -3.1748 0.2352 -0.2070
P 0.2663 0.2016 0.2723
H -3.1515 -1.6670 1.3098
H -1.5065 -0.8582 1.0853
H 2.3801 -0.3560 1.3643
H 1.9674 1.3581 1.5660
H 2.6279 0.7852 0.0159
H -0.4004 -1.2729 -1.5194
H 0.9302 -1.9803 -0.5811
H 1.2612 -0.6896 -1.7674
H -0.2271 2.5388 -0.0804
H -0.7926 1.5087 -1.4843
*
```

***

Entry 4:
7 unconnected molecules or ions with the total composition C33H56ClFN2O24S at a distorted geometry. Source: the Open Molecules 2025 dataset; level of theory: ωB97M-V/def2-TZVPD.

As for the HOMO energy: -8.91 eV. The frontier orbital gap is 9.2 eV. As for the total energy: -113324.0618 eV. The value obtained for the LUMO energy is 0.0094 hartree. Its largest force on an atom is 3.0 eV/Å.

The geometry in ORCA input format:
```
! RIJCOSX wB97M-V def2-TZVPD def2/J DEFGRID3
* xyz 0 1
C -1.3639 3.0039 6.4307
C -0.2503 3.8107 5.6999
C 0.0738 3.2766 4.2739
N -0.6971 3.9593 3.2166
C -1.3864 3.1017 2.3037
Cl -2.7122 2.1891 3.2672
O -0.6115 2.0917 1.7722
C 0.5831 2.5101 1.0848
C 1.8348 1.7940 1.6483
C 2.1307 0.4960 0.8340
C 3.0257 -0.5589 1.5327
S 4.4405 0.1016 2.4279
O 4.9733 1.2791 1.7206
O 5.3818 -1.0057 2.6513
O 3.8508 0.5999 3.8521
C -2.1282 3.9683 1.1743
O -1.3238 5.0628 0.8677
F -3.3250 4.4633 1.6932
O -2.3142 3.3634 -0.0588
C -3.2646 2.2838 -0.2467
C -2.6441 0.9066 -0.6224
C -2.9957 -0.2964 0.3096
C -1.7605 -0.9727 0.9569
C -2.0543 -2.4094 1.4901
C -0.9539 -3.4480 1.1214
N 0.4220 -2.9498 1.3116
H -1.4431 1.9842 6.0181
H -1.1475 2.9211 7.5111
H -2.3404 3.4972 6.3044
H -0.5244 4.8739 5.6137
H 0.6798 3.6856 6.2785
H 1.1489 3.4430 4.0756
H -0.0875 2.1854 4.2655
H -1.3928 4.5474 3.6675
H 0.7285 3.5967 1.1265
H 0.4736 2.2438 0.0149
H 2.6825 2.4967 1.5577
H 1.6866 1.5721 2.7179
H 2.5820 0.8221 -0.1133
H 1.1445 0.0532 0.6014
H 3.4812 -1.2285 0.7850
H 2.4270 -1.1574 2.2468
H 2.9405 0.2967 3.9530
H -1.4586 5.7292 1.5428
H -3.9458 2.1827 0.6029
H -3.8828 2.6088 -1.1048
H -1.5485 1.0031 -0.7366
H -3.0265 0.6491 -1.6277
H -3.4880 -1.0832 -0.2988
H -3.7379 -0.0060 1.0692
H -0.9341 -0.9922 0.2178
H -1.3968 -0.3906 1.8135
H -3.0452 -2.7468 1.1439
H -2.0774 -2.3547 2.5928
H -1.0958 -3.7390 0.0623
H -1.0832 -4.3278 1.7720
H 0.4211 -2.2004 1.9924
H 0.7898 -2.5996 0.4373
O -0.7406 -1.6083 4.1393
C -0.9203 -2.1780 5.1696
O -1.5156 -1.6367 6.2528
C -1.7586 -2.6850 7.1982
C -0.7253 -3.7182 6.8008
O -0.5578 -3.4548 5.4051
H -1.6346 -2.3145 8.2123
H -2.7808 -3.0451 7.0659
H 0.2328 -3.5680 7.3016
H -1.0545 -4.7423 6.9557
O 1.0927 0.3095 -1.9147
C 1.5352 0.7671 -2.9244
O 1.3363 0.2544 -4.1519
C 1.8506 1.1882 -5.1208
C 2.8579 1.9642 -4.3045
O 2.3201 1.8631 -2.9761
H 2.2944 0.6566 -5.9607
H 1.0273 1.8150 -5.4700
H 3.8489 1.5063 -4.3133
H 2.9455 3.0039 -4.6074
O 3.4334 -0.1596 -7.3887
C 2.6363 -0.4973 -8.2108
O 1.7705 0.3429 -8.8161
C 1.1033 -0.3799 -9.8614
C 1.2400 -1.8082 -9.3844
O 2.4543 -1.7617 -8.6204
H 0.0703 -0.0529 -9.9458
H 1.6193 -0.1948 -10.8053
H 0.4244 -2.0911 -8.7239
H 1.3281 -2.5314 -10.1913
O -1.6916 -2.2528 -7.9020
C -1.3828 -2.6706 -6.8303
O -0.1088 -2.7348 -6.3826
C -0.1380 -3.0477 -4.9845
C -1.4825 -3.7322 -4.8457
O -2.2426 -3.1284 -5.8996
H 0.7030 -3.6842 -4.7219
H -0.0760 -2.1177 -4.4168
H -1.4263 -4.8068 -5.0283
H -1.9612 -3.5556 -3.8862
O -5.9422 -2.5117 5.0999
C -6.2093 -1.3845 4.8425
O -7.0922 -0.6252 5.5369
C -6.9736 0.7258 5.0830
C -6.3981 0.5488 3.6943
O -5.6738 -0.6776 3.8203
H -7.9437 1.2166 5.0914
H -6.2942 1.2615 5.7491
H -7.1702 0.4238 2.9324
H -5.7300 1.3564 3.4011
O 7.7681 -0.2412 -6.2697
C 7.3834 -0.4905 -5.1773
O 6.7734 0.3961 -4.3501
C 6.2617 -0.3198 -3.2262
C 7.1384 -1.5527 -3.1980
O 7.4953 -1.6996 -4.5740
H 6.3369 0.2812 -2.3228
H 5.2116 -0.5619 -3.4085
H 8.0467 -1.4036 -2.6113
H 6.6248 -2.4418 -2.8407
*
```

***

Entry 5:
A molecular structure, C23H35N9O5RbS2. Source: the Open Molecules 2025 dataset; level of theory: ωB97M-V/def2-TZVPD.

As for the HOMO energy: -5.79 eV. The frontier orbital gap is 8.0 eV. As for the total energy: -70398.5577 eV. The value obtained for the LUMO energy is 0.0806 hartree. Its largest force on an atom is 0.2 eV/Å.

The geometry in ORCA input format:
```
! RIJCOSX wB97M-V def2-TZVPD def2/J DEFGRID3
* xyz -1 1
Rb -0.8010 -0.3136 -0.7332
C -2.0166 -1.0231 3.7992
C -1.7248 -1.6370 2.4622
N -2.4223 -1.4824 1.4041
N -3.3794 -0.4946 1.4597
C -4.2918 -0.3610 0.4571
N -4.8151 0.8996 0.3794
S -4.7723 -1.6029 -0.5284
C -0.4584 -2.4148 2.2996
C 0.3857 -2.6244 3.3860
C 1.6232 -3.2107 3.1747
C 1.9826 -3.5783 1.8923
C 1.0704 -3.3437 0.8717
N -0.1140 -2.7793 1.0583
H -3.0381 -0.6514 3.8438
H -1.3110 -0.2129 4.0073
H -1.9117 -1.7777 4.5806
H -3.1292 0.3340 1.9876
H -4.1790 1.6823 0.5076
H -5.4349 1.0127 -0.4061
H 0.1150 -2.2764 4.3710
H 2.3067 -3.3489 4.0030
H 2.9489 -4.0109 1.6717
H 1.3235 -3.5968 -0.1534
O 5.4127 -0.6953 2.5245
C 4.2293 -0.4584 1.8795
C 3.1021 -0.0213 2.5559
C 1.9379 0.1847 1.8306
N 1.8665 -0.0231 0.5169
C 2.9575 -0.4400 -0.1296
C 4.1664 -0.6684 0.5125
C 2.8540 -0.6796 -1.6531
O 3.9197 -0.8864 -2.2446
O 1.6821 -0.6603 -2.1260
C 0.6662 0.6476 2.5678
O 0.7699 0.8074 3.8003
O -0.3609 0.8089 1.8651
H 5.2936 -0.4808 3.4556
H 3.0862 0.1579 3.6247
H 5.0203 -0.9951 -0.0630
N -0.4637 -2.7558 -2.3502
C -0.7185 -3.2847 -3.6793
C -0.3170 -2.2918 -4.7637
C -1.1121 -0.9876 -4.8183
N -0.6919 -0.0039 -3.8128
H 0.4853 -2.3935 -2.2689
H -0.6420 -3.4315 -1.6184
H -1.7893 -3.4970 -3.7691
H -0.1906 -4.2297 -3.8799
H -0.4319 -2.7960 -5.7281
H 0.7478 -2.0554 -4.6580
H -2.1758 -1.2122 -4.6801
H -1.0053 -0.5817 -5.8323
H -0.7732 0.9323 -4.1882
H 0.2853 -0.1479 -3.5541
C 0.8712 2.5757 -1.4113
N -0.2950 3.4673 -1.4099
C -0.8339 3.7220 -2.7340
C -1.1281 3.5526 -0.3277
S -2.8144 3.5917 -0.5184
N -0.5589 3.6073 0.8846
C 0.8342 3.9605 1.1029
C -1.3590 3.5078 2.0947
H 0.8013 1.8834 -2.2530
H 0.9137 1.9733 -0.5076
H 1.8084 3.1282 -1.5126
H 0.0076 3.8718 -3.4116
H -1.4562 4.6126 -2.7265
H -1.4433 2.8862 -3.0909
H 1.2373 4.4559 0.2238
H 1.4416 3.0860 1.3460
H 0.8783 4.6557 1.9424
H -2.1303 2.7568 1.9687
H -1.8318 4.4680 2.3224
H -0.7100 3.1880 2.9065
*
```

***

Entry 6:
C15H14Cl2N2O2 in the gas phase. Source: the Open Molecules 2025 dataset; level of theory: ωB97M-V/def2-TZVPD.

As for the HOMO energy: -8.96 eV. The frontier orbital gap is 9.7 eV. As for the total energy: -47903.1504 eV. The value obtained for the LUMO energy is 0.0264 hartree. Its largest force on an atom is 0.6 eV/Å.

The geometry in ORCA input format:
```
! RIJCOSX wB97M-V def2-TZVPD def2/J DEFGRID3
* xyz 0 1
O 0.8607 2.0729 3.0351
C 0.1568 1.8381 2.0797
C -1.3598 1.9149 2.1201
C -2.0020 0.5443 2.3754
C -1.6064 -0.5173 1.3513
O -1.7511 0.0227 0.0375
C -1.7291 -0.9001 -0.9807
C -0.5880 -1.0343 -1.7645
C -0.5631 -1.9176 -2.8283
C -1.6852 -2.6807 -3.1097
Cl -1.6634 -3.7898 -4.4297
C -2.8351 -2.5638 -2.3448
C -2.8526 -1.6727 -1.2855
Cl -4.2967 -1.5043 -0.3534
N 0.6186 1.4698 0.8479
C 1.9197 1.2232 0.4408
C 3.0456 1.5420 1.2017
C 4.2871 1.2553 0.6684
C 4.3745 0.6690 -0.5879
C 3.1965 0.3897 -1.2567
N 1.9993 0.6563 -0.7619
H -1.7337 2.3149 1.1776
H -1.6416 2.5858 2.9322
H -1.7168 0.1811 3.3636
H -3.0856 0.6701 2.3531
H -0.5625 -0.8302 1.4974
H -2.2449 -1.3991 1.4738
H 0.2845 -0.4350 -1.5327
H 0.3236 -2.0151 -3.4334
H -3.7092 -3.1527 -2.5721
H -0.0803 1.2158 0.1545
H 2.9311 1.9926 2.1725
H 5.1815 1.4888 1.2270
H 5.3289 0.4355 -1.0317
H 3.1986 -0.0701 -2.2367
*
```